# 1
# CH7ClOSi2

An isolated molecule of CH7ClOSi2 in a non-equilibrium geometry (wB97M-V/def2-TZVPD, the Open Molecules 2025 dataset).

CARTESIAN COORDINATES (ANGSTROEM)
C 0.347 -1.663 -0.615
O 1.133 -0.318 1.713
Si -0.715 1.715 0.197
Si 0.872 -0.004 0.167
Cl 2.869 0.712 -0.410
H 0.707 -1.764 -1.646
H 0.911 -2.440 -0.029
H -0.685 -1.709 -0.769
H 1.735 0.145 2.305
H -0.780 2.977 -0.783
H -0.542 2.352 1.530
H -1.861 0.949 -0.189

gap between HOMO and LUMO = 10.435 eV
ΔE to the lowest compared entry with this formula, charge and spin = 1.306 eV
structure (SMILES) = C[Si@](O)([SiH3])Cl
HOMO energy = -9.823 eV

=====

# 2
# CH7ClSi2

A cluster of 2 separate species, CH7ClSi2 in total in a non-equilibrium geometry (wB97M-V/def2-TZVPD, the Open Molecules 2025 dataset).

CARTESIAN COORDINATES (ANGSTROEM)
C -1.422 1.986 -0.463
Si 0.457 -2.263 0.136
Si 0.196 1.502 0.022
Cl 2.425 -1.889 0.167
H -2.128 2.048 -1.250
H -1.804 2.537 0.419
H -0.085 -1.043 0.890
H 0.118 -2.035 -1.167
H 0.473 -3.575 0.913
H 0.806 1.996 1.231
H 0.963 0.736 -0.896

gap between HOMO and LUMO = 8.598 eV
ΔE to the lowest compared entry with this formula, charge and spin = 2.478 eV
structure (SMILES) = C=[SiH2].[SiH3]Cl
HOMO energy = -8.354 eV

=====

# 3
# CH7N2O

A cluster of 2 separate species, CH7N2O in total in a non-equilibrium geometry (wB97M-V/def2-TZVPD, the Open Molecules 2025 dataset).

CARTESIAN COORDINATES (ANGSTROEM)
N 0.475 0.481 0.116
C 0.477 -0.808 -0.019
N 1.384 -1.705 0.445
H 0.905 0.786 1.085
H -0.489 0.702 -0.014
H -0.250 -1.114 -0.749
H 1.831 -2.297 -0.267
H 1.957 -1.708 1.279
H -1.786 2.553 -0.788
H -2.795 1.322 -0.737
O -1.906 1.646 -0.453

charge = +1
gap between HOMO and LUMO = 11.693 eV
ΔE to the lowest compared entry with this formula, charge and spin = 1.368 eV
HOMO energy = -16.218 eV

=====

# 4
# CH7N2OPS

A cluster of 2 separate species, CH7N2OPS in total in a non-equilibrium geometry (wB97M-V/def2-TZVPD, the Open Molecules 2025 dataset).

CARTESIAN COORDINATES (ANGSTROEM)
C 0.027 -2.835 -0.179
N -1.040 2.346 0.862
N 0.553 0.253 -1.280
O 0.823 -1.970 0.293
P 0.826 -0.182 0.304
S 2.606 0.174 0.982
H -0.311 -3.571 0.612
H -1.568 3.002 0.234
H -0.387 -2.748 -1.144
H -1.096 2.484 1.868
H -1.452 1.513 0.487
H -0.310 0.573 -1.656
H 1.330 0.961 -1.382

gap between HOMO and LUMO (spin up / spin down) = 5.870 / 6.939 eV
ΔE to the lowest compared entry with this formula, charge and spin = 3.347 eV
HOMO energy (spin up / spin down) = -7.272 / -7.538 eV

=====

# 5
# CH7N2S

A cluster of 2 separate species, CH7N2S in total in a non-equilibrium geometry (wB97M-V/def2-TZVPD, the Open Molecules 2025 dataset).

CARTESIAN COORDINATES (ANGSTROEM)
S -2.669 -1.398 0.878
H -3.335 -2.431 1.481
N 1.125 0.844 -1.381
C 1.114 0.686 0.069
N 0.076 -0.202 0.473
H 0.250 1.283 -1.644
H 1.314 -0.036 -1.858
H 0.946 1.684 0.516
H 2.144 0.421 0.316
H -0.590 -0.524 -0.215
H -0.376 -0.328 1.366

charge = -1
gap between HOMO and LUMO = 6.736 eV
ΔE to the lowest compared entry with this formula, charge and spin = 0.730 eV
HOMO energy = -2.651 eV

=====

# 6
# CH7N3O3

A cluster of 2 separate species, CH7N3O3 in total in a non-equilibrium geometry (wB97M-V/def2-TZVPD, the Open Molecules 2025 dataset).

CARTESIAN COORDINATES (ANGSTROEM)
C 1.004 0.317 -0.606
N 2.905 0.065 0.689
N -2.562 1.045 0.066
N -0.359 -1.454 -0.410
O 2.180 0.891 -0.278
O -2.695 -0.368 0.396
O 0.768 -0.823 -0.245
H 0.282 0.830 -1.325
H 3.599 0.649 1.074
H 3.220 -0.699 0.221
H -3.348 1.087 -0.527
H -2.843 1.449 0.956
H -0.268 -2.306 0.174
H -1.882 -0.682 -0.185

gap between HOMO and LUMO (spin up / spin down) = 8.404 / 8.404 eV
ΔE to the lowest compared entry with this formula, charge and spin = 7.338 eV
HOMO energy (spin up / spin down) = -7.796 / -7.797 eV

=====

# 7
# CH7N3P

The ion CH7N3P with charge +1 in a non-equilibrium geometry (wB97M-V/def2-TZVPD, the Open Molecules 2025 dataset).

CARTESIAN COORDINATES (ANGSTROEM)
C -0.498 -0.318 -0.191
N -1.452 -1.169 0.316
N 0.413 0.232 0.600
N -0.323 -0.158 -1.503
P 1.764 1.285 0.022
H -1.729 -1.118 1.301
H -2.281 -1.445 -0.159
H 0.108 0.204 1.545
H -1.137 -0.378 -2.035
H 0.354 0.611 -1.716
H 1.991 1.884 1.449
H 2.791 0.370 0.372

charge = +1
gap between HOMO and LUMO = 11.210 eV
ΔE to the lowest compared entry with this formula, charge and spin = 0.000 eV
structure (SMILES) = NC(=[NH2+])NP
HOMO energy = -14.830 eV

=====

# 8
# CH7N4O

The ion CH7N4O with charge +1 in a non-equilibrium geometry (wB97M-V/def2-TZVPD, the Open Molecules 2025 dataset).

CARTESIAN COORDINATES (ANGSTROEM)
C -0.125 0.321 0.687
N -2.076 -0.530 -0.235
N -1.342 0.456 -0.081
N 0.816 -1.419 -0.439
N 0.881 1.242 0.029
O 0.391 -0.922 0.920
H -0.521 0.511 1.750
H -2.957 -0.454 -0.798
H 1.551 -2.006 -0.138
H 0.152 -1.752 -1.075
H 1.491 1.762 0.626
H 1.243 0.680 -0.813
H 0.497 2.110 -0.433

charge = +1
gap between HOMO and LUMO = 9.576 eV
ΔE to the lowest compared entry with this formula, charge and spin = 2.784 eV
structure (SMILES) = [H]/N=N/[C@H]([NH3+])ON
HOMO energy = -13.777 eV

=====

# 9
# CH7N4S

The ion CH7N4S with charge +1 in a non-equilibrium geometry (wB97M-V/def2-TZVPD, the Open Molecules 2025 dataset).

CARTESIAN COORDINATES (ANGSTROEM)
C 0.239 0.121 0.305
N 0.360 1.411 0.125
N -0.789 -0.703 0.438
N 1.726 -0.858 0.105
N -2.127 -0.234 0.270
S 3.178 0.089 0.158
H 1.365 1.798 0.111
H -0.780 -1.761 0.347
H 1.544 -1.343 0.923
H -2.912 -0.862 0.729
H -0.238 2.141 0.519
H -2.174 0.760 0.460
H 3.539 -0.204 -1.025

charge = +1
gap between HOMO and LUMO = 10.556 eV
ΔE to the lowest compared entry with this formula, charge and spin = 2.340 eV
structure (SMILES) = NN/C(N)=[NH+]/S
HOMO energy = -13.919 eV

=====

# 10
# CH7N5O

A cluster of 2 separate species, CH7N5O in total in a non-equilibrium geometry (wB97M-V/def2-TZVPD, the Open Molecules 2025 dataset).

CARTESIAN COORDINATES (ANGSTROEM)
C 2.070 -0.335 -0.316
N -0.783 1.555 0.411
N 0.087 0.801 -0.360
N 0.951 0.223 0.440
H -0.471 1.616 1.377
H -0.932 2.463 -0.012
H 2.639 -0.986 0.346
H 1.738 -0.883 -1.201
H 2.713 0.498 -0.616
N -2.091 -1.038 -0.135
N -0.841 -1.290 -0.373
O -0.246 -1.389 0.835
H -2.641 -0.922 -0.977
H -2.194 -0.314 0.582

gap between HOMO and LUMO (spin up / spin down) = 7.999 / 7.992 eV
ΔE to the lowest compared entry with this formula, charge and spin = 4.288 eV
structure (SMILES) = C/N=N/N.NN=O
HOMO energy (spin up / spin down) = -8.423 / -8.419 eV

=====

# 11
# CH7N6

A structure of composition CH7N6 in a non-equilibrium geometry (wB97M-V/def2-TZVPD, the Open Molecules 2025 dataset).

CARTESIAN COORDINATES (ANGSTROEM)
C 1.921 0.263 0.126
N 4.229 0.101 -0.302
N 0.800 0.409 0.724
N 3.107 0.302 0.167
N -0.406 -1.451 0.335
N -1.429 0.477 1.258
N -0.327 -0.134 0.572
H -1.115 0.426 -1.793
H 4.842 0.920 -0.260
H 0.152 -1.910 -0.364
H -1.364 -1.885 0.346
H -1.954 1.081 0.650
H -1.004 1.025 2.012
H -0.581 0.368 -1.227

charge = +1
gap between HOMO and LUMO (spin up / spin down) = 7.649 / 7.760 eV
ΔE to the lowest compared entry with this formula, charge and spin = 7.943 eV
HOMO energy (spin up / spin down) = -13.690 / -13.662 eV

=====

# 12
# CH7NO

A cluster of 2 separate species, CH7NO in total (wB97M-V/def2-TZVPD, the Open Molecules 2025 dataset).

CARTESIAN COORDINATES (ANGSTROEM)
C -0.149 -2.352 1.011
N 0.843 -1.663 1.845
H -0.177 -1.848 0.047
H -1.121 -2.324 1.469
H 0.038 -3.411 0.804
H 0.554 -1.616 2.813
H 1.739 -2.123 1.787
H -1.078 5.442 -2.724
H -0.066 4.543 -3.505
O -0.582 5.354 -3.546

gap between HOMO and LUMO = 10.412 eV
ΔE to the lowest compared entry with this formula, charge and spin = 0.234 eV
structure (SMILES) = CN.O
HOMO energy = -9.275 eV

=====

# 13
# CH7NO2

A cluster of 2 separate species, CH7NO2 in total in a non-equilibrium geometry (wB97M-V/def2-TZVPD, the Open Molecules 2025 dataset).

CARTESIAN COORDINATES (ANGSTROEM)
N -0.097 -0.474 -0.802
C 0.479 -0.816 0.466
O 1.360 -1.943 0.434
H 0.629 -0.146 -1.414
H -0.608 -1.268 -1.153
H 1.092 -0.008 0.852
H -0.290 -1.039 1.204
H 1.055 -2.801 0.138
H -1.693 2.066 0.218
H -1.225 3.058 -0.862
O -1.486 3.000 0.082

gap between HOMO and LUMO = 10.810 eV
ΔE to the lowest compared entry with this formula, charge and spin = 0.136 eV
structure (SMILES) = NCO.O
HOMO energy = -10.046 eV

=====

# 14
# CH7NS2

A cluster of 2 separate species, CH7NS2 in total in a non-equilibrium geometry (wB97M-V/def2-TZVPD, the Open Molecules 2025 dataset).

CARTESIAN COORDINATES (ANGSTROEM)
S 3.348 1.047 -1.753
S 1.492 2.167 -1.017
H 2.698 0.267 -2.628
H 0.975 1.223 -0.230
C -1.788 -0.670 0.898
N -0.397 -0.354 0.594
H -2.427 -0.269 0.127
H -2.047 -0.214 1.853
H -1.996 -1.744 0.996
H -0.140 -0.969 -0.170
H 0.282 -0.485 1.330

2S+1 = 2
charge = -1
gap between HOMO and LUMO (spin up / spin down) = 3.706 / 6.849 eV
ΔE to the lowest compared entry with this formula, charge and spin = 0.344 eV
HOMO energy (spin up / spin down) = -0.227 / -3.404 eV

=====

# 15
# CH7O2

A cluster of 2 separate species, CH7O2 in total (wB97M-V/def2-TZVPD, the Open Molecules 2025 dataset).

CARTESIAN COORDINATES (ANGSTROEM)
O 1.507 -1.127 -0.688
H 2.000 -1.626 -0.018
H 2.113 -1.044 -1.442
H 0.249 -0.379 -0.452
C -0.922 0.954 0.767
O -0.726 -0.161 -0.186
H -0.662 1.895 0.302
H -1.958 0.921 1.055
H -0.279 0.722 1.610
H -1.322 -0.156 -0.949

charge = +1
gap between HOMO and LUMO = 13.920 eV
ΔE to the lowest compared entry with this formula, charge and spin = 0.000 eV
HOMO energy = -17.755 eV

=====

# 16
# CH7O2S

A cluster of 3 separate species, CH7O2S in total (wB97M-V/def2-TZVPD, the Open Molecules 2025 dataset).

CARTESIAN COORDINATES (ANGSTROEM)
C 0.958 -0.677 -0.806
S -0.732 0.045 -0.898
H 1.649 -0.093 -1.427
H 1.307 -0.713 0.233
H 0.898 -1.714 -1.170
H -0.078 2.305 -0.647
H 0.479 2.664 0.693
O 0.400 3.032 -0.193
H -2.017 -1.005 1.663
H -1.132 -1.918 0.897
O -1.732 -1.924 1.656

charge = -1
gap between HOMO and LUMO = 7.225 eV
ΔE to the lowest compared entry with this formula, charge and spin = 0.115 eV
HOMO energy = -2.947 eV

=====

# 17
# CH7O3

A cluster of 3 separate species, CH7O3 in total in a non-equilibrium geometry (wB97M-V/def2-TZVPD, the Open Molecules 2025 dataset).

CARTESIAN COORDINATES (ANGSTROEM)
C 0.547 -0.333 -1.186
O -0.015 -0.121 0.019
H 1.214 -1.136 -1.142
H -0.148 -0.525 -2.013
H 1.126 0.610 -1.488
H -0.699 -1.569 0.533
H -1.919 -0.932 1.474
O -1.570 -1.818 1.111
H -0.061 2.360 1.235
H 0.689 1.329 0.459
O 0.837 2.137 0.998

2S+1 = 2
gap between HOMO and LUMO (spin up / spin down) = 11.691 / 7.852 eV
ΔE to the lowest compared entry with this formula, charge and spin = 0.575 eV
HOMO energy (spin up / spin down) = -11.094 / -11.006 eV

=====

# 18
# CH8BN3

A cluster of 2 separate species, CH8BN3 in total in a non-equilibrium geometry (wB97M-V/def2-TZVPD, the Open Molecules 2025 dataset).

CARTESIAN COORDINATES (ANGSTROEM)
B 0.904 -0.172 0.033
C -1.824 0.249 -0.746
N 0.506 -1.418 0.506
N 1.397 0.797 0.927
N 0.569 0.302 -1.329
H -2.029 -0.708 -0.197
H -1.623 1.093 -0.083
H -2.412 0.178 -1.725
H 0.647 -1.708 1.510
H 0.229 -2.189 -0.053
H 1.635 0.554 1.809
H 1.436 1.771 0.872
H 0.565 1.250 -1.523

gap between HOMO and LUMO (spin up / spin down) = 8.626 / 9.507 eV
ΔE to the lowest compared entry with this formula, charge and spin = 3.602 eV
HOMO energy (spin up / spin down) = -8.719 / -9.252 eV

=====

# 19
# CH8BaO7

A structure of composition CH8BaO7 in a non-equilibrium geometry (wB97M-V/def2-TZVPD, the Open Molecules 2025 dataset).

CARTESIAN COORDINATES (ANGSTROEM)
Ba -0.139 -0.777 -0.474
C 0.835 0.259 -3.272
O 0.126 0.894 -2.441
O 1.726 -0.538 -2.899
O 0.895 0.619 -4.457
O -1.262 1.427 0.565
H -2.212 1.435 0.452
H -1.102 2.022 1.298
O -2.066 -2.092 0.882
H -2.113 -3.032 1.062
H -2.701 -1.702 1.483
O 0.268 -0.635 2.186
H 0.514 -1.251 2.877
H -0.116 0.108 2.652
O 2.301 0.802 0.251
H 2.179 1.746 0.351
H 2.866 0.713 -0.517

gap between HOMO and LUMO = 3.198 eV
ΔE to the lowest compared entry with this formula, charge and spin = 0.864 eV
HOMO energy = -4.798 eV

=====

# 20
# CH8N2

A cluster of 2 separate species, CH8N2 in total in a non-equilibrium geometry (wB97M-V/def2-TZVPD, the Open Molecules 2025 dataset).

CARTESIAN COORDINATES (ANGSTROEM)
C 0.156 2.434 0.374
H 0.615 -1.705 -1.475
H 0.138 -0.684 -0.306
H -1.313 -2.216 0.051
H -0.200 -3.099 0.561
H 0.171 2.763 1.445
H 0.994 1.740 0.258
H 0.223 3.203 -0.436
H -0.759 1.790 0.311
N 0.493 -1.600 -0.484
N -0.519 -2.626 -0.300

gap between HOMO and LUMO = 10.330 eV
ΔE to the lowest compared entry with this formula, charge and spin = 1.285 eV
structure (SMILES) = NN.C
HOMO energy = -9.389 eV